111
Properties=species:S:1:pos:R:3 method="wB97M-V/def2-TZVPD" homo_energy_ev="-6.54 / -7.48" multiplicity=6 total_charge=0 orbital_gap_ev="6.971 / 6.693" lumo_energy_ev="0.431 / -0.789" e_above_lowest_ev=0.000
Fe -0.5233 -1.3590 0.0683
C -4.4582 -1.3204 1.2002
C -3.6370 -0.8963 -0.0113
C -4.3065 -1.3956 -1.2930
C -3.4107 0.6086 -0.1396
C -4.4188 1.4478 0.3047
C -4.3839 2.8117 0.0613
C -3.3783 3.3147 -0.7309
C -2.3354 2.5205 -1.2139
C -1.4544 3.2483 -2.2414
C -0.4066 4.2058 -1.6643
C -0.8725 2.3932 -3.3612
C -2.2901 1.1690 -0.8079
N -1.1386 0.3512 -0.9991
C 0.0460 0.9382 -0.7913
C 1.2728 0.2414 -0.7351
N 1.3747 -1.0926 -0.7772
C 2.6926 -1.6124 -0.8970
C 3.1817 -2.7105 -0.1382
C 4.5489 -2.9853 -0.2120
C 5.4290 -2.2638 -0.9917
C 4.9193 -1.2824 -1.8165
C 3.5642 -0.9781 -1.8216
C 3.0903 -0.0508 -2.9403
C 3.4462 -0.6561 -4.3024
C 3.6729 1.3623 -2.8422
C 2.4772 -3.6896 0.8220
C 1.0094 -4.0010 0.5789
C 2.6997 -3.2947 2.2826
H -4.4090 -2.4052 1.3132
H -5.5109 -1.0592 1.0761
H -4.0987 -0.8616 2.1153
H -2.6656 -1.3991 0.0710
H -5.3029 -0.9538 -1.3706
H -4.4017 -2.4823 -1.2921
H -3.7443 -1.1136 -2.1843
H -5.2461 1.0290 0.8601
H -5.1605 3.4602 0.4452
H -3.3940 4.3627 -1.0113
H -2.1784 3.8982 -2.7425
H 0.4799 3.6911 -1.2910
H -0.8204 4.7935 -0.8448
H -0.0711 4.8947 -2.4425
H -0.0498 1.7544 -3.0418
H -0.4964 3.0463 -4.1523
H -1.6542 1.7692 -3.8004
H 0.0941 2.0001 -0.5821
H 2.1495 0.8668 -0.5849
H 4.9287 -3.8031 0.3891
H 6.4862 -2.4947 -0.9886
H 5.5796 -0.7604 -2.4972
H 2.0034 0.0293 -2.8988
H 4.5229 -0.7871 -4.4091
H 3.1068 -0.0064 -5.1125
H 2.9849 -1.6361 -4.4295
H 4.7425 1.3607 -3.0603
H 3.5454 1.7924 -1.8488
H 3.1922 2.0268 -3.5630
H 3.0142 -4.6296 0.6577
H 0.4881 -3.0466 0.6473
H 0.6117 -4.6711 1.3398
H 0.8233 -4.4159 -0.4085
H 2.1718 -2.3764 2.5324
H 3.7566 -3.1337 2.4973
H 2.3315 -4.0820 2.9441
C 0.7507 -4.1850 -3.9425
N 0.2159 -2.8372 -4.0300
C 0.4876 -1.9149 -5.0250
C -0.1314 -0.7660 -4.6834
N -0.7922 -1.0135 -3.4997
C -0.5875 -2.2801 -3.1012
S -1.2608 -3.0710 -1.7532
H 1.3451 -4.3712 -4.8332
H -0.0631 -4.9042 -3.8797
H 1.3771 -4.2690 -3.0553
H 1.1021 -2.1588 -5.8718
H -0.1600 0.1899 -5.1715
H -1.2392 -0.3429 -2.8856
C -0.8732 -2.2408 3.7401
Ge -0.5331 -0.6930 2.5506
C 1.1548 0.0411 3.3069
C 1.1553 0.4732 4.6345
C 2.2979 0.9870 5.2302
C 3.4767 1.0884 4.5028
C 3.4983 0.6735 3.1805
C 2.3476 0.1578 2.5961
C -1.8249 0.6690 3.2007
C -2.8666 0.2959 4.0094
C -3.8647 1.2100 4.4288
C -3.8060 2.5127 4.0395
C -2.7234 2.9706 3.2452
C -2.6122 4.3360 2.8819
C -1.5434 4.7860 2.1640
C -0.5321 3.8811 1.7753
C -0.6320 2.5572 2.0915
C -1.7323 2.0518 2.8314
H -0.8603 -1.9425 4.7903
H -0.0907 -2.9857 3.5904
H -1.8338 -2.7116 3.5223
H 0.2387 0.4242 5.2142
H 2.2671 1.3138 6.2627
H 4.3704 1.4888 4.9650
H 4.4108 0.7459 2.6004
H 2.3947 -0.1731 1.5633
H -2.9538 -0.7347 4.3345
H -4.6753 0.8627 5.0581
H -4.5662 3.2206 4.3497
H -3.3889 5.0219 3.2007
H -1.4617 5.8340 1.9030
H 0.3341 4.2419 1.2342
H 0.1641 1.8790 1.8123